Computed, not measured: a single C4H2OS molecule in a non-equilibrium geometry, with the ωB97M-V functional and the def2-TZVPD basis.

```
8
Properties=species:S:1:pos:R:3:forces:R:3:lowdin_charge:R:1
C 0.30087 -1.25399 -0.15177 9.5 -0.2 0.8 -0.1774
C 1.67653 1.13812 0.41264 1.1 3.2 0.8 0.0593
C -0.88665 -0.98824 -0.31846 -8.1 4.3 -1.6 -0.3140
C 1.26651 0.08624 0.18239 -4.3 -8.9 -2.1 -0.0708
O -2.86365 0.91832 0.26535 0.9 -1.0 -0.9 -0.5646
S -2.03042 0.28475 -0.79463 1.5 -2.0 1.7 0.9197
H 0.85735 -2.28748 -0.32238 -1.3 2.3 0.7 0.1390
H 1.67946 2.10228 0.72686 0.8 2.3 0.6 0.0088
```
Positions in Å, forces in eV/Å.

The calculation puts the maximum force at 10.08 eV/Å. The HOMO energy (alpha / beta) comes out at -9.53 / -9.43 eV. The value obtained for the total energy is -17056.0892 eV. As for the spin multiplicity: 1. Its energy above the lowest of the compared OMol25 structures with the same formula, charge and spin is 85.0 kcal per mole.